(1)
C10H17O4S as an isolated structure at a distorted geometry, computed with ωB97M-V with the def2-TZVPD basis set.

```
32
Properties=species:S:1:pos:R:3:forces:R:3
H -1.08384 1.52562 0.23812 0.51 -1.67 -0.98
H 1.04319 -1.25054 -1.85165 0.11 -2.65 -0.56
O 3.51319 1.00442 0.21943 0.14 -1.80 0.28
C 2.39496 1.80037 -0.38049 -1.63 0.13 -0.14
H -1.31807 -0.80914 -1.82223 -0.74 -0.36 -0.13
C 0.64785 0.37825 2.04625 1.53 1.87 -1.27
H 0.98318 0.29963 -2.55989 1.05 -0.07 0.51
H 1.06603 -2.18212 1.23929 -0.56 0.82 0.02
C -2.39425 -0.08793 0.46670 -2.15 -2.23 -1.38
H 0.09851 -0.00686 2.87788 -1.11 0.28 0.46
C -0.75655 0.05395 -1.51433 0.51 -2.40 2.07
S 2.91802 -0.46985 -0.06821 -0.60 -0.71 2.51
H -0.61151 -2.03592 1.56494 -0.49 -0.02 -0.59
H -3.51404 1.62084 -0.44099 0.04 -2.48 -0.80
H -2.61628 0.14137 1.48960 0.13 0.66 0.64
C -3.56997 0.42461 -0.44760 -2.03 1.97 0.05
H 2.61303 1.70847 -1.54439 -0.57 0.82 1.80
H -4.69175 0.29022 -0.09799 2.31 -0.16 0.19
C 0.12648 -1.76098 0.80732 1.68 0.44 1.96
C 1.26999 0.17947 -0.30967 3.75 0.47 -2.84
O 3.53562 -0.99718 -1.24951 0.18 -0.02 -0.75
C -1.04519 0.38788 -0.02820 0.70 1.09 1.04
H 0.72619 1.52464 1.86800 -0.59 -1.74 0.95
H 1.69492 0.10588 2.33677 -0.79 0.03 -0.67
O 2.06498 2.79190 0.30147 0.44 -0.83 -1.55
H -0.96353 0.83297 -2.13073 -0.88 2.28 -1.82
C 0.74173 -0.29085 -1.65774 -1.11 3.86 0.00
H 0.14856 -2.31738 -0.08430 -1.09 -0.58 -1.46
H -2.56854 -1.20849 0.45333 0.87 0.86 -0.14
O 2.96603 -1.37749 1.10652 1.00 1.74 -1.42
C 0.26213 -0.20486 0.65543 -1.55 -0.78 2.67
H -3.68105 -0.07090 -1.48314 0.96 1.17 1.37
```
Forces are in eV/Å.

Lowest unoccupied orbital energy (eV): 3.2147
Net charge: -1
DFT total energy (a.u.): -1090.32634
Molar mass (u): 233.31
2S+1: 1

Taken from the Löwdin analysis, the atomic charges in e are: atom 1 (H): 0.18, atom 2 (H): 0.07, atom 3 (O): -0.23, atom 4 (C): -0.46, atom 5 (H): 0.11, atom 6 (C): -0.03, atom 7 (H): 0.11, atom 8 (H): 0.07, atom 9 (C): -0.26, atom 10 (H): 0.06, atom 11 (C): -0.13, atom 12 (S): 0.68, atom 13 (H): 0.08, atom 14 (H): 0.10, atom 15 (H): 0.09, atom 16 (C): -0.15, atom 17 (H): 0.15, atom 18 (H): 0.07, atom 19 (C): -0.03, atom 20 (C): -0.35, atom 21 (O): -0.30, atom 22 (C): -0.24, atom 23 (H): 0.11, atom 24 (H): 0.08, atom 25 (O): -0.09, atom 26 (H): 0.07, atom 27 (C): -0.16, atom 28 (H): 0.06, atom 29 (H): 0.11, atom 30 (O): -0.35, atom 31 (C): -0.48, atom 32 (H): 0.07

=====

(2)
C10H17O5OsPS2 as an isolated structure at a distorted geometry, computed with ωB97M-V with the def2-TZVPD basis set.

```
36
Properties=species:S:1:pos:R:3:forces:R:3
C 1.49462 3.71068 -1.76843 -0.07 0.02 0.22
O 0.73846 -0.30262 0.37917 -1.75 -0.32 0.19
H 2.04978 4.23334 -3.77215 0.06 0.05 0.05
H -2.80344 -3.40452 -0.92396 0.06 0.01 0.01
C 2.64447 1.01607 1.61025 -0.15 -0.13 0.05
H -2.86140 -1.60309 2.77499 0.01 0.00 -0.01
O -1.40413 1.70563 -0.32719 0.38 0.02 -0.17
C -2.95644 -3.28172 0.14846 0.01 0.19 -0.12
H 1.01398 2.92412 0.16236 0.03 0.00 0.00
S -2.84394 1.42877 0.11106 -1.22 1.14 1.22
H -3.05037 -4.26815 0.60629 0.02 0.00 0.04
H -2.22578 -3.22946 3.10259 0.03 -0.05 -0.09
H 2.02607 1.89476 1.77491 -0.04 -0.02 -0.07
H 2.53470 0.30735 2.42968 0.02 -0.06 -0.06
S 2.20347 0.18015 0.08659 0.81 1.01 -0.46
H 1.04749 4.67154 -1.55247 -0.06 -0.02 -0.07
O -2.95438 0.03273 -0.66412 -0.84 -0.39 -0.66
P -1.56627 -2.43590 0.93829 -0.43 -1.38 0.67
H -1.16277 -1.81738 3.24490 0.01 0.02 -0.05
O -2.67008 0.89390 1.48277 -0.05 0.15 -0.09
C 1.49349 2.73313 -0.78831 -0.03 0.17 -0.08
C 2.71442 1.26716 -2.30775 0.10 -0.15 -0.11
C -0.10723 -3.50427 0.78873 0.01 0.24 -0.08
O -3.81406 2.38798 -0.17969 -0.01 -0.10 -0.18
H -0.38479 -4.51747 1.08351 -0.08 0.02 0.04
C 2.10441 1.51884 -1.08250 0.05 -0.60 0.39
H 3.18655 2.08121 -4.22772 -0.03 0.02 -0.02
H -3.87707 -2.72047 0.31110 0.02 0.02 0.02
C 2.08334 3.47060 -3.00563 0.06 -0.10 -0.13
C 2.70564 2.25806 -3.27616 -0.07 0.04 0.09
H 0.25039 -3.52667 -0.24095 -0.03 -0.02 0.00
C -1.98883 -2.25098 2.68096 0.02 0.17 0.03
Os -1.20519 -0.32280 -0.05115 3.18 0.02 -0.49
H 3.20099 0.31801 -2.49974 -0.01 0.01 0.01
H 3.69282 1.30017 1.51232 0.00 -0.02 -0.10
H 0.69107 -3.14870 1.43901 -0.02 0.03 0.00
```
Forces are in eV/Å.

ΔE to the lowest compared entry with this formula, charge and spin (kJ/mol): 0.0
Lowest unoccupied orbital energy (alpha / beta) (eV): -7.6197 / -10.3739
Net charge: +2
DFT total energy (a.u.): -1995.12427
⟨S²⟩: 6.018
Molar mass (u): 502.58
2S+1: 5

Taken from the Löwdin analysis, the atomic charges in e are: atom 1 (C): -0.03, atom 2 (O): -0.72, atom 3 (H): 0.13, atom 4 (H): 0.07, atom 5 (C): -0.18, atom 6 (H): 0.06, atom 7 (O): -0.39, atom 8 (C): -0.20, atom 9 (H): 0.11, atom 10 (S): 0.42, atom 11 (H): 0.08, atom 12 (H): 0.08, atom 13 (H): 0.07, atom 14 (H): 0.08, atom 15 (S): 1.12, atom 16 (H): 0.13, atom 17 (O): -0.44, atom 18 (P): 0.70, atom 19 (H): 0.07, atom 20 (O): -0.30, atom 21 (C): -0.08, atom 22 (C): -0.07, atom 23 (C): -0.21, atom 24 (O): -0.12, atom 25 (H): 0.08, atom 26 (C): -0.41, atom 27 (H): 0.13, atom 28 (H): 0.07, atom 29 (C): -0.01, atom 30 (C): -0.03, atom 31 (H): 0.06, atom 32 (C): -0.20, atom 33 (Os): 1.66, atom 34 (H): 0.12, atom 35 (H): 0.09, atom 36 (H): 0.06